This record from OMol25 describes 7 unconnected molecules or ions with the total composition C42H104F2N7O12S2 at a distorted geometry. The level of theory is the ωB97M-V functional and the def2-TZVPD basis.

As for the molar mass: 1001.46 Da. The HOMO-LUMO gap (spin up / spin down) is 0.096 / 0.274 Ha. For the HOMO energy (spin up / spin down), the calculation gives -10.4 / -15.2 eV. The calculation puts the LUMO energy (spin up / spin down) at -7.7 / -7.7 eV. Its electronic energy is -3943.261182 a.u.

ORCA input file:
```
! wB97M-V def2-TZVPD RIJCOSX def2/J DEFGRID3
* xyz 4 2
N 0.808 2.655 -0.144
S -0.177 1.560 0.263
O -1.330 2.025 0.909
O 0.303 0.208 0.504
F -0.665 1.444 -1.293
S 1.717 2.455 1.231
O 2.847 1.499 1.202
O 1.103 2.793 2.522
F 2.598 3.795 0.995
C -1.602 5.442 2.897
O -1.265 5.436 1.514
C -0.022 6.077 1.123
C 0.084 6.245 -0.435
N -0.206 4.934 -1.237
H 0.284 4.988 -2.119
H 0.321 4.220 -0.754
C -1.632 4.393 -1.473
C -2.473 5.449 -2.191
O -1.829 5.825 -3.368
C -2.282 7.011 -4.004
H -0.903 4.834 3.471
H -2.597 4.999 2.944
H -1.813 6.395 3.383
H 0.681 5.279 1.366
H 0.141 6.989 1.698
H 1.087 6.583 -0.695
H -0.702 6.941 -0.729
H -2.072 4.193 -0.496
H -1.401 3.511 -2.071
H -2.828 6.255 -1.549
H -3.467 5.064 -2.418
H -2.164 7.912 -3.403
H -3.327 6.816 -4.245
H -1.785 7.130 -4.967
C -4.056 1.587 -0.078
O -5.297 0.985 -0.419
C -5.517 -0.180 0.314
C -6.925 -0.671 0.070
N -8.004 0.451 0.156
H -7.979 1.064 -0.646
H -8.908 0.019 0.030
C -8.108 1.253 1.477
C -9.002 2.531 1.173
O -10.198 2.102 0.505
C -11.065 3.249 0.360
H -3.853 2.504 -0.631
H -3.179 0.978 -0.299
H -4.076 1.902 0.965
H -5.435 0.157 1.348
H -4.719 -0.877 0.059
H -7.224 -1.465 0.754
H -7.070 -0.967 -0.969
H -7.105 1.584 1.745
H -8.566 0.582 2.204
H -8.397 3.248 0.618
H -9.289 2.927 2.147
H -11.394 3.592 1.341
H -11.958 3.109 -0.249
H -10.568 4.073 -0.152
C 1.974 -2.340 1.147
O 1.423 -3.142 2.249
C 2.297 -4.255 2.613
C 2.474 -5.295 1.453
N 1.105 -5.870 0.884
H 1.438 -6.661 0.352
H 0.566 -6.303 1.621
C 0.087 -5.043 0.146
C -1.111 -5.861 -0.337
O -1.904 -6.469 0.656
C -3.146 -7.006 0.164
H 1.613 -2.652 0.167
H 3.063 -2.325 1.132
H 1.758 -1.301 1.396
H 1.748 -4.779 3.395
H 3.280 -3.986 3.000
H 2.996 -6.228 1.664
H 2.906 -4.941 0.517
H 0.731 -4.665 -0.648
H -0.231 -4.202 0.763
H -0.777 -6.561 -1.103
H -1.770 -5.302 -1.001
H -2.952 -7.577 -0.744
H -3.735 -6.123 -0.084
H -3.772 -7.545 0.875
C 4.723 2.334 -5.419
O 4.788 2.534 -3.970
C 3.623 3.074 -3.455
C 3.783 3.369 -1.960
N 4.851 4.394 -1.658
H 4.688 5.244 -2.177
H 4.703 4.648 -0.691
C 6.341 4.046 -1.919
C 6.817 2.894 -0.995
O 6.336 3.017 0.356
C 6.952 3.936 1.162
H 3.921 1.637 -5.662
H 5.680 1.844 -5.598
H 4.639 3.255 -5.995
H 2.760 2.433 -3.636
H 3.491 4.040 -3.944
H 3.955 2.455 -1.392
H 2.879 3.777 -1.506
H 6.839 5.003 -1.764
H 6.379 3.803 -2.981
H 7.904 2.885 -1.063
H 6.402 1.927 -1.281
H 6.998 3.630 2.207
H 6.302 4.810 1.202
H 7.959 4.236 0.872
C 1.153 -1.293 -2.584
C 2.672 -1.312 -2.799
C 3.386 -2.703 -2.532
N 4.889 -2.811 -2.844
C 5.732 -1.833 -1.936
C 7.322 -2.122 -2.146
C 7.770 -3.555 -1.926
C 6.946 -4.420 -2.973
C 5.406 -4.322 -2.711
C 5.002 -2.375 -4.414
H 0.565 -2.053 -3.100
H 0.753 -0.302 -2.800
H 1.002 -1.442 -1.515
H 3.048 -0.539 -2.128
H 2.830 -0.928 -3.807
H 3.034 -3.576 -3.080
H 3.364 -3.042 -1.496
H 5.346 -2.089 -0.950
H 5.426 -0.808 -2.146
H 7.995 -1.485 -1.572
H 7.540 -1.746 -3.145
H 7.615 -3.865 -0.892
H 8.849 -3.695 -1.989
H 7.224 -5.473 -2.983
H 7.187 -4.190 -4.011
H 5.291 -4.622 -1.670
H 4.824 -5.032 -3.299
H 5.954 -2.732 -4.808
H 4.970 -1.292 -4.530
H 4.204 -2.891 -4.948
C -5.525 -4.710 2.433
C -4.335 -4.237 3.214
C -3.543 -3.066 2.614
N -2.425 -2.530 3.584
C -1.483 -1.580 2.821
C -0.503 -0.793 3.714
C -1.280 -0.172 4.857
C -2.017 -1.226 5.726
C -3.044 -1.977 4.903
C -1.421 -3.705 4.069
H -6.180 -3.843 2.345
H -6.112 -5.422 3.014
H -5.223 -5.068 1.449
H -3.813 -5.188 3.102
H -4.739 -4.104 4.218
H -4.149 -2.214 2.305
H -2.965 -3.361 1.738
H -2.000 -0.801 2.260
H -0.928 -2.180 2.100
H 0.047 -0.080 3.100
H 0.285 -1.463 4.061
H -1.916 0.606 4.435
H -0.545 0.335 5.482
H -2.595 -0.641 6.442
H -1.363 -1.968 6.183
H -3.721 -1.244 4.465
H -3.564 -2.802 5.389
H -2.053 -4.475 4.513
H -0.632 -3.348 4.730
H -0.874 -4.075 3.201
*
```

***

This record from OMol25 describes a molecular structure, C5H8O3 at a distorted geometry. The level of theory is the ωB97M-V functional and the def2-TZVPD basis.

As for the molar mass: 116.12 Da. The HOMO-LUMO gap is 0.328 Ha. For the HOMO energy, the calculation gives -8.8 eV. The calculation puts the LUMO energy at 0.1 eV. Its electronic energy is -420.724105 a.u.

ORCA input file:
```
! wB97M-V def2-TZVPD RIJCOSX def2/J DEFGRID3
* xyz 0 1
C -0.047 0.267 -1.036
C -0.563 -1.211 -0.673
C -0.445 -0.216 1.438
C 0.359 1.218 1.569
C 0.466 0.629 0.271
H 0.369 0.711 -3.175
H -0.947 0.962 -1.244
H -1.741 -1.093 -0.741
H -0.451 -2.385 -1.325
H -1.433 0.058 1.225
H 1.458 1.591 1.919
H -0.611 1.820 1.976
H 1.379 -0.962 0.777
O 0.719 0.269 -2.132
O -0.263 -1.496 0.830
O 1.752 -0.159 0.322
*
```

***

This record from OMol25 describes 2 unconnected molecules or ions with the total composition C2H5FSi at a distorted geometry. The level of theory is the ωB97M-V functional and the def2-TZVPD basis.

As for the molar mass: 76.15 Da. The HOMO-LUMO gap (spin up / spin down) is 0.317 / 0.284 Ha. For the HOMO energy (spin up / spin down), the calculation gives -9.1 / -7.8 eV. The calculation puts the LUMO energy (spin up / spin down) at -0.4 / -0.1 eV. Its electronic energy is -468.425483 a.u.

ORCA input file:
```
! wB97M-V def2-TZVPD RIJCOSX def2/J DEFGRID3
* xyz 0 1
C -1.759 -0.388 -0.506
C -0.767 -1.017 0.043
F 3.703 -0.713 -0.263
Si 2.524 0.358 -0.042
H -2.775 -0.778 -0.543
H -1.650 0.576 -0.979
H -0.699 -1.963 0.535
H 2.530 1.196 -1.211
H 2.672 0.857 1.299
*
```

***

This record from OMol25 describes 3 unconnected molecules or ions with the total composition C26H57N9O6P2S at a distorted geometry. The level of theory is the ωB97M-V functional and the def2-TZVPD basis.

As for the molar mass: 685.81 Da. The HOMO-LUMO gap is 0.280 Ha. For the HOMO energy, the calculation gives -8.1 eV. The calculation puts the LUMO energy at -0.4 eV. Its electronic energy is -3049.703697 a.u.

ORCA input file:
```
! wB97M-V def2-TZVPD RIJCOSX def2/J DEFGRID3
* xyz 0 1
C 0.424 1.588 4.066
O -0.838 1.497 3.448
C -1.108 0.207 2.928
C -2.621 -0.015 3.001
C -3.125 -1.317 2.328
C -2.309 -2.595 2.650
C -2.226 -3.459 1.340
C -1.146 -4.576 1.408
C -0.471 -4.727 0.009
C 0.909 -4.041 -0.119
C 0.998 -2.835 0.775
N 0.992 -2.119 1.676
C 1.150 -3.511 -1.577
O 1.667 -2.185 -1.476
O 2.464 -1.949 -2.605
C 2.106 -4.978 0.205
S 2.158 -6.511 -0.805
C 3.398 -4.260 -0.099
N 4.316 -3.626 -0.379
N 2.083 -5.384 1.641
C 3.125 -5.173 2.255
O 4.004 -4.863 2.940
H 1.202 1.842 3.328
H 0.390 2.401 4.803
H 0.725 0.678 4.605
H -0.630 -0.546 3.579
H -0.692 0.032 1.922
H -2.964 0.110 4.036
H -3.081 0.823 2.449
H -3.275 -1.191 1.249
H -4.138 -1.492 2.723
H -1.273 -2.412 2.952
H -2.769 -3.230 3.418
H -3.210 -3.925 1.211
H -2.001 -2.738 0.543
H -1.684 -5.515 1.602
H -0.432 -4.454 2.228
H -0.431 -5.787 -0.270
H -1.135 -4.268 -0.732
H 1.825 -4.149 -2.159
H 0.204 -3.479 -2.136
H 3.338 -2.347 -2.445
H 1.493 -7.435 -0.073
C 5.050 0.167 -2.947
N 6.372 -0.268 -2.541
C 6.506 -1.722 -2.501
P 7.542 0.613 -1.624
O 8.755 0.166 -2.414
N 7.600 2.266 -2.113
C 6.495 3.008 -2.688
C 8.852 2.759 -2.670
N 6.375 1.059 -0.386
C 6.940 1.989 0.629
C 5.854 -0.091 0.393
H 4.376 0.389 -2.109
H 4.557 -0.596 -3.550
H 5.094 1.040 -3.596
H 6.145 -2.146 -1.557
H 7.550 -2.021 -2.616
H 5.960 -2.202 -3.317
H 6.391 2.814 -3.762
H 6.658 4.084 -2.561
H 5.552 2.800 -2.185
H 8.977 2.460 -3.718
H 9.705 2.392 -2.103
H 8.892 3.851 -2.620
H 7.795 1.546 1.149
H 6.178 2.246 1.367
H 7.264 2.926 0.187
H 6.660 -0.705 0.803
H 5.208 -0.727 -0.210
H 5.233 0.257 1.219
C -8.440 2.884 -1.558
N -7.947 2.091 -0.450
C -9.021 1.518 0.356
P -6.398 2.187 0.324
O -6.196 0.684 0.400
N -5.161 2.402 -0.863
C -5.334 3.044 -2.151
C -4.155 1.355 -0.984
N -6.488 3.943 0.436
C -5.233 4.553 0.957
C -7.551 4.435 1.345
H -8.502 3.960 -1.345
H -9.443 2.565 -1.847
H -7.840 2.743 -2.454
H -9.402 2.222 1.109
H -8.676 0.628 0.886
H -9.861 1.201 -0.262
H -5.764 2.358 -2.892
H -4.366 3.382 -2.538
H -5.946 3.942 -2.086
H -4.531 0.494 -1.552
H -3.831 1.008 -0.005
H -3.263 1.735 -1.489
H -4.993 4.186 1.959
H -5.333 5.639 0.998
H -4.384 4.349 0.312
H -7.491 3.971 2.333
H -8.544 4.254 0.938
H -7.478 5.516 1.468
*
```

***

This record from OMol25 describes a molecular structure, C20H15N5OPd at a distorted geometry. The level of theory is the ωB97M-V functional and the def2-TZVPD basis.

As for the molar mass: 447.79 Da. The HOMO-LUMO gap is 0.237 Ha. For the HOMO energy, the calculation gives -7.4 eV. The calculation puts the LUMO energy at -0.9 eV. Its electronic energy is -1248.013368 a.u.

ORCA input file:
```
! wB97M-V def2-TZVPD RIJCOSX def2/J DEFGRID3
* xyz 0 1
Pd 0.650 1.244 0.560
C -2.941 3.236 1.115
C -3.858 2.213 1.347
C -3.614 0.957 0.842
C -2.424 0.698 0.136
N -1.521 1.693 -0.047
C -1.801 2.924 0.409
N -2.269 -0.545 -0.422
C -1.130 -1.056 -0.768
N 0.106 -0.638 -0.414
C 1.056 -1.350 -1.093
N 2.325 -1.113 -1.082
C 2.799 0.057 -0.542
C 3.908 0.022 0.318
C 4.277 1.171 0.986
C 3.584 2.359 0.754
C 2.598 2.356 -0.222
N 2.231 1.242 -0.898
C 0.382 -2.426 -1.845
C 0.861 -3.427 -2.665
C -0.068 -4.250 -3.292
C -1.433 -4.059 -3.107
C -1.912 -3.045 -2.283
C -0.988 -2.238 -1.651
H -3.108 4.238 1.484
H -4.762 2.410 1.908
H -4.315 0.144 0.972
H -1.063 3.685 0.187
H 4.407 -0.923 0.476
H 5.102 1.150 1.687
H 3.837 3.270 1.277
H 2.179 3.285 -0.594
H 1.925 -3.566 -2.807
H 0.273 -5.047 -3.941
H -2.135 -4.703 -3.622
H -2.972 -2.885 -2.136
C -0.046 0.037 3.267
C 0.126 1.296 2.465
O 0.056 2.400 2.887
H -0.007 0.276 4.328
H 0.708 -0.703 3.006
H -1.022 -0.387 3.022
*
```

***

This record from OMol25 describes a single C4H6N2O molecule. The level of theory is the ωB97M-V functional and the def2-TZVPD basis.

As for the molar mass: 98.10 Da. The HOMO-LUMO gap is 0.327 Ha. For the HOMO energy, the calculation gives -8.4 eV. The calculation puts the LUMO energy at 0.5 eV. Its electronic energy is -340.629464 a.u.

ORCA input file:
```
! wB97M-V def2-TZVPD RIJCOSX def2/J DEFGRID3
* xyz 0 1
C 1.603 -0.035 1.517
O 0.253 0.327 1.250
C -0.125 0.093 -0.030
C 0.391 -0.836 -1.033
N -0.666 -0.888 -1.975
C -1.691 -0.222 -1.512
N -1.463 0.397 -0.332
H 1.787 -1.077 1.240
H 1.749 0.121 2.587
H 2.291 0.607 0.952
H 0.597 0.641 -0.834
H -2.647 -0.128 -2.018
H -2.078 1.001 0.189
*
```

***

This record from OMol25 describes a molecular structure, C13H30ClI2IrOP2 at a distorted geometry. The level of theory is the ωB97M-V functional and the def2-TZVPD basis.

As for the molar mass: 745.81 Da. The HOMO-LUMO gap (spin up / spin down) is 0.276 / 0.181 Ha. For the HOMO energy (spin up / spin down), the calculation gives -14.3 / -15.5 eV. The calculation puts the LUMO energy (spin up / spin down) at -6.8 / -10.6 eV. Its electronic energy is -2430.579328 a.u.

ORCA input file:
```
! wB97M-V def2-TZVPD RIJCOSX def2/J DEFGRID3
* xyz 2 5
I 2.045 -2.674 -2.643
I -1.952 -2.062 -1.638
Ir 0.019 -0.306 -1.418
P 0.120 0.778 -3.552
C -1.470 0.871 -4.443
C 0.796 2.467 -3.561
H 2.073 -0.480 -4.115
H 1.364 0.276 -5.593
H 0.550 -1.140 -4.795
C 1.142 -0.228 -4.647
H 1.786 2.461 -3.093
H 0.870 2.762 -4.615
H -1.242 1.096 -5.496
H -2.130 1.644 -4.026
H 0.141 3.165 -3.024
H -1.950 -0.114 -4.368
C -1.462 0.795 -1.230
O -2.448 1.432 -1.230
Cl 2.163 0.584 -1.213
C -0.101 2.478 1.288
C 0.545 1.270 1.959
C 0.296 1.263 3.478
P 0.113 -0.301 1.041
C 1.595 -1.393 1.438
C 1.835 -1.726 2.890
C 1.608 -2.659 0.620
C -1.575 -0.854 1.701
C -1.498 -1.818 2.895
C -2.635 0.221 2.001
H -1.192 2.513 1.415
H 0.138 2.472 0.219
H 0.333 3.385 1.734
H 1.632 1.349 1.793
H -0.773 1.354 3.707
H 0.696 0.386 4.006
H 0.797 2.146 3.906
H 2.401 -0.739 1.076
H 1.007 -2.259 3.362
H 2.697 -2.402 2.901
H 2.093 -0.865 3.500
H 1.542 -2.342 -0.451
H 2.555 -3.203 0.701
H 0.762 -3.317 0.837
H -1.961 -1.463 0.844
H -1.042 -1.373 3.786
H -2.532 -2.085 3.155
H -0.977 -2.751 2.654
H -2.763 0.947 1.183
H -3.610 -0.296 2.113
H -2.400 0.733 2.947
*
```

***

This record from OMol25 describes a single C12H16N2O5 molecule at a distorted geometry. The level of theory is the ωB97M-V functional and the def2-TZVPD basis.

As for the molar mass: 268.27 Da. The HOMO-LUMO gap is 0.332 Ha. For the HOMO energy, the calculation gives -8.7 eV. The calculation puts the LUMO energy at 0.4 eV. Its electronic energy is -952.574674 a.u.

ORCA input file:
```
! wB97M-V def2-TZVPD RIJCOSX def2/J DEFGRID3
* xyz 0 1
N -0.836 2.684 -0.744
C 0.061 1.554 -0.751
C 0.951 1.629 0.523
C 2.042 0.688 0.439
C 3.297 1.068 -0.186
C 4.340 0.186 -0.194
C 4.169 -1.116 0.305
O 5.208 -1.997 0.249
C 3.007 -1.516 0.885
C 1.942 -0.649 0.914
C -0.824 0.262 -0.753
O -0.625 -0.695 -1.561
N -1.919 0.364 0.194
C -3.152 -0.372 -0.217
C -2.920 -1.877 -0.396
O -2.832 -2.346 -1.690
C -4.229 -0.245 0.827
O -5.388 -0.545 0.656
O -3.821 0.008 2.086
H -0.333 3.530 -0.915
H -1.539 2.548 -1.440
H 0.722 1.385 -1.641
H 1.305 2.690 0.529
H 0.180 1.515 1.299
H 3.426 2.094 -0.526
H 5.341 0.438 -0.598
H 4.825 -2.808 0.519
H 2.852 -2.537 1.330
H 1.018 -0.785 1.471
H -2.067 1.357 0.355
H -3.568 0.080 -1.125
H -2.012 -2.140 0.169
H -3.759 -2.424 0.036
H -1.967 -2.308 -2.037
H -2.893 0.278 1.985
*
```